Record 1
Molecular formula: C25H70N6O7
Method: DFT, ωB97M-V/def2-TZVPD

The energy relative to the best compared isomer or geometry (same formula, charge and spin) is 357.9 kcal per mole. The calculation puts the HOMO energy at -8.383 eV. The HOMO-LUMO gap is 8.8 eV. As for the spin multiplicity: 1.

Last column: Mulliken charge in e.
Atoms and positions in Å:
C1 17.16000 48.95100 1.97700  -0.823
O1 17.67000 49.61400 3.16100  -0.428
C2 16.80200 49.39500 4.28100  -0.901
C3 17.51100 49.45500 5.74100  0.214
C4 18.52600 48.34400 5.90800  -1.212
N1 16.60600 49.39800 6.78900  -0.251
H1 16.12200 49.11700 1.61800  0.246
H2 17.38700 47.93900 2.23900  0.380
H3 17.87400 49.09500 1.24700  0.387
H4 15.92100 50.01600 4.40600  0.322
H5 16.47000 48.43400 4.18000  0.635
H6 18.02500 50.45600 5.69600  0.374
H7 19.42000 48.56500 6.66400  0.251
H8 18.89700 48.37400 4.87000  0.395
H9 18.09700 47.21100 5.97700  0.161
H10 16.16100 50.27000 7.01200  0.320
H11 15.90300 48.75900 6.46600  -0.035
C5 13.27700 45.24300 6.85600  -0.196
O2 14.36100 44.90000 7.69300  -0.411
C6 14.86300 45.89800 8.53000  0.008
C7 15.68900 45.32400 9.69300  0.055
C8 14.90700 44.22500 10.45800  -1.516
N2 16.06700 46.28700 10.70000  -0.648
H12 12.35500 45.48300 7.49100  0.148
H13 12.92000 44.40300 6.19700  0.309
H14 13.64800 46.17800 6.22700  -0.067
H15 15.46300 46.53300 7.93900  0.281
H16 13.87800 46.22300 9.07300  -0.027
H17 16.63700 44.90800 9.38600  0.577
H18 15.60800 43.71900 11.25900  0.350
H19 14.83100 43.43700 9.88300  0.541
H20 13.96900 44.46200 11.13900  0.196
H21 15.33100 46.83200 10.94800  0.184
H22 16.73000 46.74500 10.42800  0.259
C9 5.22800 51.32200 1.66500  -0.938
O3 6.32000 51.32300 2.65800  -0.237
C10 6.27600 50.09700 3.47100  -0.906
C11 7.53400 50.00100 4.29800  0.854
C12 8.82100 49.94000 3.51500  -1.381
N3 7.43200 48.87800 5.25600  -0.526
H23 5.38700 52.25800 1.20900  0.319
H24 4.23900 51.56900 2.15300  0.332
H25 5.11500 50.47600 1.04800  0.337
H26 5.46800 50.22300 4.40700  0.188
H27 6.00100 49.16700 2.97700  0.521
H28 7.35600 50.90000 4.84000  0.015
H29 8.68700 49.02700 3.11800  0.729
H30 9.58300 49.92300 4.15600  0.122
H31 8.84100 50.63000 2.68400  0.341
H32 6.55300 48.95100 5.66500  0.295
H33 7.22500 48.02500 4.70900  0.299
C13 11.71000 48.28700 11.14600  -0.914
O4 10.67900 48.26600 10.15500  -0.444
C14 11.00000 49.19400 9.09100  -0.571
C15 9.96700 48.81800 7.88500  0.154
C16 10.24300 47.44300 7.35100  -1.165
N4 9.93300 49.66500 6.74600  0.385
H34 11.74700 49.16600 11.66500  0.500
H35 12.74000 48.14300 10.87500  0.036
H36 11.53800 47.54500 11.85600  0.499
H37 10.97000 50.15400 9.48500  0.987
H38 12.08300 48.98200 8.81200  -0.220
H39 9.15100 49.04500 8.60300  0.284
H40 10.12800 46.67200 8.35300  0.311
H41 11.21200 47.08100 6.99100  -0.139
H42 9.54900 47.09400 6.59400  0.360
H43 9.83000 50.63500 7.09400  0.025
H44 9.11500 49.47600 6.12400  -0.172
C17 15.11100 50.29200 11.43700  -0.914
O5 14.95500 51.38700 10.57200  -0.432
C18 15.00200 51.00000 9.20300  -0.412
C19 14.66800 52.13400 8.27900  0.501
C20 13.26700 52.69200 8.67200  -1.029
N5 14.70700 51.63500 7.04200  -0.236
H45 14.49500 49.58900 11.57200  0.209
H46 15.00800 50.66400 12.49300  0.392
H47 16.08600 49.81300 11.59300  0.403
H48 16.01000 50.58200 9.15700  0.509
H49 14.23900 50.24400 9.09800  -0.069
H50 15.46400 52.92100 8.38600  0.401
H51 12.53600 51.99900 8.96800  -0.026
H52 12.93100 53.33700 7.78100  0.271
H53 13.28300 53.34100 9.55500  0.477
H54 13.81500 51.19800 6.86100  -0.281
H55 14.73200 52.32000 6.34100  0.325
C21 10.89000 51.78200 5.28900  -0.386
O6 9.53100 51.96000 5.50400  0.196
C22 9.18800 53.27000 5.93200  -2.670
C23 7.70000 53.42900 5.95800  1.036
C24 7.00300 53.04600 4.62400  -1.264
N6 7.31600 54.66100 6.37300  -0.723
H56 11.33700 52.68300 4.81400  0.418
H57 10.96100 50.75400 4.94500  -0.049
H58 11.43400 51.58300 6.32100  0.066
H59 9.68500 53.51600 6.81100  0.703
H60 9.66700 53.71400 5.38900  1.343
H61 7.18300 52.64800 6.70300  0.113
H62 7.13100 53.61000 3.81800  0.637
H63 5.90100 53.07600 4.82300  0.316
H64 7.30000 52.14600 4.29300  -0.298
H65 6.25500 54.69700 6.43000  0.314
H66 7.47100 54.66900 7.33300  0.319
C25 12.99200 48.85200 4.76100  -0.633
O7 12.59600 49.84900 5.75800  -0.698
H67 13.39800 48.05400 5.56200  -0.459
H68 13.49000 49.10200 3.98400  0.605
H69 12.12900 48.63700 4.34900  0.535
H70 11.61800 49.91500 5.83200  0.136

***

Record 2
Molecular formula: C25H70N8O7
Method: DFT, ωB97M-V/def2-TZVPD

The energy relative to the best compared isomer or geometry (same formula, charge and spin) is 115.5 kcal per mole. The calculation puts the HOMO energy at -9.451 eV. The HOMO-LUMO gap is 9.7 eV. As for the spin multiplicity: 1.

Last column: Mulliken charge in e.
Atoms and positions in Å:
C1 -0.79903 7.12708 -3.82826  -0.732
O1 -0.58088 7.17942 -5.23581  -0.310
C2 0.50523 6.32798 -5.60904  -0.722
C3 1.09795 6.60389 -7.04662  0.274
C4 1.82198 7.94009 -7.26533  -1.452
N1 0.04890 6.49701 -8.13128  -0.771
H1 -1.37151 6.25708 -3.50658  0.281
H2 -1.47949 7.94914 -3.60627  0.258
H3 0.12507 7.29259 -3.27443  0.324
H4 1.36926 6.46717 -4.95929  0.389
H5 0.29872 5.25790 -5.58934  0.381
H6 1.84967 5.84054 -7.24743  0.333
H7 2.10917 8.10298 -8.30412  0.404
H8 2.65488 8.05125 -6.57105  0.360
H9 1.18601 8.81216 -7.11319  0.320
H10 -0.53380 5.84384 -7.62737  0.311
H11 -0.39848 7.37231 -7.89930  0.354
C5 -0.57159 -4.55856 6.48434  -0.728
O2 -1.27887 -3.40799 6.95428  -0.321
C6 -2.68881 -3.70220 7.10085  -0.811
C7 -3.28539 -2.71626 8.02902  0.622
C8 -2.78567 -2.85423 9.50260  -1.314
N2 -4.74742 -2.82740 8.23152  -0.750
H12 -0.62796 -5.36750 7.21273  0.313
H13 0.45228 -4.19867 6.38307  0.248
H14 -0.91894 -4.92575 5.51862  0.295
H15 -3.07547 -3.62438 6.08472  0.341
H16 -3.00109 -4.69386 7.42822  0.392
H17 -3.03077 -1.72463 7.65493  0.237
H18 -2.72452 -3.89577 9.81811  0.333
H19 -3.30384 -2.24989 10.24717  0.334
H20 -1.72040 -2.64120 9.59155  0.338
H21 -5.31379 -2.62415 7.42034  0.226
H22 -5.16721 -2.10814 8.80298  0.247
C9 6.17011 0.17615 -5.26563  -0.786
O3 6.88640 -0.19088 -6.45652  -0.342
C10 6.04703 -0.95809 -7.38231  -0.797
C11 5.80451 -2.45779 -6.99586  0.528
C12 7.13422 -3.29121 -6.90369  -1.397
N3 4.93194 -3.07994 -7.93585  -0.696
H23 5.41997 0.96473 -5.32509  0.317
H24 6.91489 0.57657 -4.57783  0.301
H25 5.70516 -0.59155 -4.64710  0.293
H26 5.11455 -0.43379 -7.59131  0.343
H27 6.43178 -0.84921 -8.39631  0.390
H28 5.38855 -2.41961 -5.98908  0.176
H29 7.65974 -3.01290 -5.99020  0.326
H30 7.77780 -3.15080 -7.77212  0.340
H31 6.95670 -4.36455 -6.83658  0.456
H32 4.06604 -3.27760 -7.45499  0.280
H33 5.27789 -4.01900 -8.07220  0.267
C13 2.76042 7.55164 3.76295  -0.725
O4 1.74849 7.56203 4.79620  -0.301
C14 0.43878 7.89616 4.32231  -0.730
C15 -0.47092 8.26201 5.52543  0.503
C16 -0.54044 7.13965 6.55770  -1.260
N4 -1.81715 8.56634 5.08400  -0.742
H34 3.70447 7.25868 4.22236  0.237
H35 2.81622 8.50170 3.23157  0.298
H36 2.48683 6.82675 2.99628  0.301
H37 0.40055 8.70074 3.58795  0.340
H38 -0.00249 7.06318 3.77504  0.344
H39 -0.15554 9.22298 5.93185  0.238
H40 -1.11951 7.47835 7.41681  0.384
H41 0.44345 7.00378 7.00669  0.334
H42 -0.90746 6.16612 6.23268  0.269
H43 -1.88339 9.33232 4.42903  0.244
H44 -2.18777 8.95215 5.94068  0.268
C17 0.64458 -0.88226 -2.09724  -0.789
O5 0.86242 0.01331 -0.99261  -0.305
C18 0.15706 -0.37458 0.16838  -0.776
C19 0.75017 0.56850 1.25009  0.418
C20 2.16126 0.21744 1.71055  -1.414
N5 -0.11010 0.43119 2.41662  -0.704
H45 -0.39921 -0.90956 -2.41006  0.306
H46 1.02118 -1.90089 -2.00418  0.305
H47 1.16866 -0.49081 -2.96915  0.267
H48 -0.84316 -0.05474 -0.12381  0.388
H49 0.11187 -1.42447 0.45785  0.354
H50 0.79691 1.57665 0.83830  0.289
H51 2.75435 0.29567 0.79938  0.321
H52 2.27982 -0.78203 2.12899  0.340
H53 2.54187 0.94669 2.42569  0.420
H54 0.30901 1.13975 3.00177  0.305
H55 0.06840 -0.46828 2.83992  0.276
C21 -0.90634 -11.99975 -3.44860  -0.750
O6 -1.62006 -11.00771 -2.79958  -0.300
C22 -2.63944 -11.44440 -1.91197  -0.638
C23 -3.39498 -10.27652 -1.27717  0.308
C24 -2.52845 -9.27114 -0.58224  -1.186
N6 -4.29825 -10.76601 -0.20544  -0.739
H56 -0.62455 -12.89152 -2.88873  0.310
H57 -0.07753 -11.45060 -3.89537  0.245
H58 -1.50725 -12.40175 -4.26432  0.298
H59 -3.38817 -12.01841 -2.45786  0.336
H60 -2.21984 -12.03489 -1.09750  0.297
H61 -4.00082 -9.75552 -2.01854  0.350
H62 -2.99204 -8.28495 -0.60712  0.266
H63 -1.54827 -9.25136 -1.05864  0.328
H64 -2.28699 -9.57993 0.43485  0.323
H65 -4.83195 -11.49333 -0.65960  0.268
H66 -3.65936 -11.21888 0.43239  0.284
N7 -4.88578 3.55232 2.93023  -0.369
C25 -5.98070 3.29783 2.27918  0.664
N8 -6.16866 2.01269 2.18700  -0.382
O7 -6.72771 4.12249 1.84521  -0.640
H67 -4.23357 2.82241 3.17911  0.158
H68 -4.71169 4.51364 3.18649  0.201
H69 -5.51857 1.34386 2.57447  0.156
H70 -7.04018 1.67294 1.80606  0.210

***

> Look up the energy relative to the best compared isomer or geometry (same formula, charge and spin) of the first one.

357.9 kcal per mole